Below is a cluster of 2 separate species, CHF4NOS in total in a non-equilibrium geometry, with properties calculated with ωB97M-V with the def2-TZVPD basis set.

Atoms and positions in Å:
1 C 0.3919 -1.8866 -0.6372
2 N -0.6738 2.2269 0.0714
3 O 0.2517 3.5392 1.9961
4 F 0.2508 -3.1760 -0.2834
5 F 1.3255 -1.2052 -0.1028
6 F -0.7658 -1.2308 -0.4138
7 F 0.5781 -1.9056 -1.9576
8 S -0.4614 2.3327 1.5593
9 H -0.8971 1.3055 -0.2320

Summary:
Relative energy (zero: lowest compared OMol25 entry of this formula, charge and spin) in kcal/mol: 0.0
LUMO energy in eV: -0.71
Electronic energy in eV: -26295.2663
2S+1: 1
Gap between HOMO and LUMO in eV: 10.2
Charge: 0
F_max in Eh/bohr: 0.0686

***

Below is a structure of composition CHF4OV in a non-equilibrium geometry, with properties calculated with ωB97M-V with the def2-TZVPD basis set.

Atoms and positions in Å:
1 C 0.7062 0.3083 0.7413
2 F 1.5197 -0.3232 -0.0661
3 F 1.5064 0.4953 1.7711
4 F 0.0143 1.4176 0.7814
5 F -0.4318 -0.8340 0.9655
6 V -1.4627 -1.4338 -0.5495
7 O -0.7038 -0.1476 -1.5574
8 H -1.1483 0.5174 -2.0864

Summary:
LUMO energy (spin up / spin down) in eV: -5.52 / -5.58
Electronic energy in eV: -39648.3396
2S+1: 4
Gap between HOMO and LUMO (spin up / spin down) in eV: 8.8 / 11.0
Charge: +1
F_max in Eh/bohr: 0.0797